{
  "formula": "C3S3",
  "method": "the ωB97M-V functional and the def2-TZVPD basis",
  "symbols": ["S", "S", "S", "C", "C", "C"],
  "positions_angstrom": [[0.836413, -2.297928, -0.000598], [1.825396, 1.637472, 0.002366], [-2.385501, 0.475164, 0.001632], [0.136043, -0.885394, 0.004080], [-0.743097, 0.187952, -0.000713], [0.505800, 0.769238, -0.013254]],
  "forces_ev_per_angstrom": [[-0.2, 0.5, 0.0], [-0.6, -0.2, 0.0], [-0.1, 0.2, 0.0], [0.1, -0.2, -0.1], [0.3, -0.4, 0.0], [0.5, 0.1, 0.1]],
  "lowdin_charge": [0.81, 0.81, 0.73, -0.75, -0.87, -0.73],
  "total_charge": 0,
  "e_above_lowest_kj_mol": 88.2,
  "smiles": "S=C1C(=S)C1=S",
  "total_energy_ha": -1308.7372,
  "multiplicity": 1,
  "fmax_ev_per_a": 0.61,
  "lumo_ev": [-2.67, -3.02]
}

***

{
  "formula": "C34H36N3O3PRhS",
  "method": "the ωB97M-V functional and the def2-TZVPD basis",
  "symbols": ["Rh", "S", "P", "O", "O", "O", "N", "N", "N", "C", "C", "C", "C", "C", "C", "C", "C", "C", "C", "C", "C", "C", "C", "C", "C", "C", "C", "C", "C", "C", "C", "C", "C", "C", "C", "C", "C", "C", "C", "C", "C", "C", "C", "H", "H", "H", "H", "H", "H", "H", "H", "H", "H", "H", "H", "H", "H", "H", "H", "H", "H", "H", "H", "H", "H", "H", "H", "H", "H", "H", "H", "H", "H", "H", "H", "H", "H", "H", "H"],
  "positions_angstrom": [[-0.157266, 1.030687, 0.279441], [0.604441, -0.647949, 1.826482], [1.906790, 0.994612, -0.973945], [-1.806224, -0.430379, -0.116920], [-1.164761, 2.281695, -1.435990], [-0.216987, 2.769232, 1.655015], [-3.100082, 3.230716, -2.079788], [-0.568261, -2.246618, 3.567593], [-1.823456, -1.829392, 1.734123], [4.028321, 2.873460, -0.739353], [-5.405018, -3.441935, 0.734562], [2.963854, 1.671087, -5.369441], [2.250047, 1.123035, -2.755042], [4.210729, -1.857168, 0.861345], [-2.338329, -1.271810, 0.638586], [-1.543935, -4.534786, 3.534769], [-2.622447, 4.559366, -1.750798], [3.731666, -0.621766, 0.459971], [-5.864762, -1.546235, -0.665357], [-1.633892, -3.103332, 4.059681], [2.076610, 3.123064, 0.714704], [-4.587184, -1.067819, -0.442577], [0.815702, 2.713151, 1.009924], [3.767823, 0.855542, -4.590361], [-3.708366, -1.772317, 0.375726], [-4.129477, -2.966528, 0.962344], [3.413335, 0.570416, -3.283894], [3.914050, 4.682292, 0.856872], [-0.716571, -1.623336, 2.399912], [2.643043, -2.954827, -0.595461], [1.788740, 2.190026, -4.852695], [2.688685, 4.274724, 1.300252], [-6.276353, -2.733167, -0.078393], [4.587307, 4.007943, -0.173148], [1.741886, -3.098539, 3.881456], [-4.443985, 3.122923, -2.588579], [2.158872, -1.727115, -1.000773], [2.714025, -0.554738, -0.483640], [3.668117, -3.020045, 0.337912], [2.805739, 2.403470, -0.293998], [0.648567, -2.138514, 4.345130], [-2.313047, 2.187085, -1.876124], [1.432257, 1.925577, -3.543303], [4.538146, 2.347644, -1.533575], [-2.781931, 4.768943, -0.691431], [3.259952, 1.909330, -6.379131], [-1.413253, -4.531279, 2.455486], [4.044025, -0.062682, -2.674920], [2.043280, -2.864929, 2.864368], [-5.719099, -4.369839, 1.188759], [-5.137641, 3.629158, -1.917186], [5.532319, 4.388218, -0.527220], [-7.272790, -3.109146, -0.255777], [4.140700, 0.288238, 0.873274], [-2.740966, 1.215034, -2.157807], [-4.259804, -0.141772, -0.890792], [-4.735187, 2.079412, -2.675932], [1.016434, -1.111133, 4.269750], [1.156312, 2.806488, -5.471705], [1.344183, -1.658771, -1.712765], [-6.542913, -0.995338, -1.300608], [-2.581610, -2.663107, 3.742570], [-3.152897, 5.297796, -2.346610], [-4.520526, 3.589150, -3.572981], [2.216239, -3.863752, -0.994478], [0.533411, 2.337516, -3.109868], [4.034269, -3.982760, 0.660678], [2.607402, -2.993729, 4.528976], [-3.439996, -3.518144, 1.578929], [5.006626, -1.915848, 1.588030], [0.394562, -2.340547, 5.386697], [2.160218, 4.814249, 2.068887], [4.678683, 0.446370, -4.999898], [1.404285, -4.128818, 3.916519], [-2.461928, -5.067457, 3.770517], [-1.591888, -3.101902, 5.150270], [-1.555432, 4.621221, -1.961717], [-0.714168, -5.073296, 3.984749], [4.370782, 5.553693, 1.299723]],
  "forces_ev_per_angstrom": [[1.2, -0.8, -1.9], [0.8, 1.4, -0.3], [-1.3, -1.5, 0.3], [0.1, 0.9, -0.1], [0.9, 0.1, 0.9], [1.6, 2.4, 0.7], [0.2, 0.1, 0.0], [0.1, 0.2, 0.0], [-1.0, -0.4, 0.5], [0.1, -0.2, 0.0], [-0.1, 0.0, 0.0], [0.0, 0.0, 0.0], [-0.1, 0.1, 0.3], [0.1, -0.2, 0.1], [0.9, -0.2, 0.7], [0.0, 0.2, 0.1], [0.3, 0.2, 0.1], [-0.2, 0.1, -0.3], [-0.1, 0.0, 0.0], [-0.5, -0.4, -0.1], [4.4, 2.2, -0.8], [0.2, -0.1, 0.1], [-5.9, -4.9, 0.4], [0.1, -0.1, 0.0], [-0.3, -0.1, -0.4], [0.0, 0.1, -0.1], [0.0, 0.0, 0.0], [0.8, 0.2, -0.3], [0.0, 0.9, -1.1], [-0.1, 0.0, 0.0], [0.0, 0.1, -0.1], [-1.0, -1.1, -0.4], [0.0, 0.0, 0.0], [-0.5, 0.1, 0.5], [-0.1, 0.2, 0.1], [-0.3, -0.1, -0.2], [0.1, 0.2, -0.1], [0.3, 0.2, 0.0], [0.0, 0.1, 0.1], [-0.9, 0.9, 1.1], [0.5, 0.0, 0.2], [-0.4, -0.4, -0.2], [0.0, -0.1, 0.1], [0.1, 0.0, -0.1], [0.0, 0.1, 0.0], [0.0, 0.0, -0.1], [0.0, 0.0, -0.1], [0.0, -0.1, 0.0], [0.0, 0.0, -0.1], [0.0, -0.1, 0.0], [0.0, -0.1, 0.0], [0.1, 0.0, 0.0], [-0.1, 0.0, 0.0], [0.1, 0.1, 0.1], [0.0, 0.1, 0.1], [0.0, 0.1, 0.0], [0.0, -0.1, 0.0], [-0.1, -0.1, 0.1], [-0.1, 0.1, -0.1], [0.0, -0.1, 0.0], [-0.1, 0.0, 0.0], [0.1, 0.0, 0.1], [0.0, 0.0, 0.0], [0.0, 0.0, 0.0], [0.0, 0.0, 0.0], [-0.1, 0.1, 0.0], [0.1, -0.1, 0.0], [0.2, 0.0, 0.1], [0.0, 0.0, 0.1], [0.1, 0.0, 0.1], [0.0, 0.1, -0.1], [-0.1, 0.1, 0.1], [0.1, -0.1, 0.0], [0.0, -0.2, 0.0], [-0.1, -0.1, 0.0], [0.0, 0.1, -0.1], [-0.1, 0.0, 0.0], [0.1, -0.1, 0.0], [0.0, 0.1, 0.0]],
  "lowdin_charge": [0.65, 0.82, 1.07, -0.09, -0.10, 0.04, -0.17, -0.12, 0.09, -0.04, -0.07, -0.07, -0.34, -0.08, -0.42, -0.07, -0.02, -0.10, -0.08, -0.19, -0.20, -0.02, -0.32, -0.06, -0.14, -0.02, -0.09, -0.04, -0.65, -0.07, -0.07, 0.03, -0.07, -0.01, -0.06, -0.03, -0.12, -0.44, -0.08, -0.25, -0.24, -0.29, -0.08, 0.11, 0.11, 0.11, 0.07, 0.11, 0.04, 0.11, 0.10, 0.12, 0.11, 0.11, 0.14, 0.09, 0.09, 0.08, 0.11, 0.12, 0.10, 0.11, 0.10, 0.10, 0.11, 0.08, 0.11, 0.08, 0.09, 0.11, 0.12, 0.13, 0.11, 0.07, 0.08, 0.12, 0.09, 0.06, 0.12],
  "total_charge": 1,
  "total_energy_ha": -2557.1053,
  "multiplicity": 1,
  "fmax_ev_per_a": 7.61,
  "lumo_ev": [-3.70, -3.70]
}